# C5H8O

An isolated ion of composition C5H8O and charge +1 in a non-equilibrium geometry (ωB97M-V/def2-TZVPD, the Open Molecules 2025 dataset).

Structure (XYZ):
```
14
Properties=species:S:1:pos:R:3:forces:R:3:lowdin_charge:R:1
H 2.539 1.404 -1.895 -0.02 0.18 0.13 0.089
H -1.904 -1.875 0.635 0.25 -0.02 -0.13 0.192
C -0.958 0.204 0.678 0.63 0.14 -0.47 -0.063
H 1.317 0.063 -2.309 0.10 0.38 -0.30 0.086
H 0.042 -0.954 -0.868 -0.19 -0.26 0.14 0.122
C 1.291 0.625 -0.325 -0.39 0.70 0.18 -0.112
C 1.724 0.768 -1.586 -0.28 -1.00 -0.51 0.120
H -0.732 0.900 1.479 -0.23 0.02 0.16 0.143
H -1.555 0.694 -0.100 0.07 0.24 0.06 0.158
O -2.719 -0.701 1.990 0.39 0.19 -0.09 0.299
C 0.293 -0.435 0.056 1.32 0.38 -0.60 -0.186
C -1.906 -0.892 1.145 -0.93 -0.46 0.48 -0.106
H 1.713 1.309 0.401 -0.18 -0.21 0.47 0.121
H 0.855 -1.108 0.699 -0.53 -0.28 0.49 0.137
```
Positions in Å, forces in eV/Å.

Properties
Energy above the lowest of the compared OMol25 structures with the same formula, charge and spin: 44.1 kcal per mole
Total charge: +1
2S+1: 2
HOMO (spin up / spin down): -15.167 / -13.883 eV
LUMO energy (spin up / spin down): -4.91 / -9.79 eV
Kohn-Sham gap (spin up / spin down): 10.25 / 4.10 eV

***

# C5H8O2

An isolated molecule of C5H8O2 (ωB97M-V/def2-TZVPD, the Open Molecules 2025 dataset).

Structure (XYZ):
```
15
Properties=species:S:1:pos:R:3:forces:R:3:lowdin_charge:R:1
H -0.523 -2.178 -0.568 -0.03 -0.01 -0.02 0.092
H -1.821 -1.227 -1.305 0.05 -0.06 0.10 0.088
H 1.448 1.986 0.552 -0.07 0.31 0.15 0.137
H 1.101 -0.896 1.264 -0.01 0.00 -0.02 0.125
H -1.913 -1.692 0.419 0.01 0.02 -0.04 0.091
C -1.244 -1.380 -0.386 -0.06 -0.10 -0.07 -0.009
H 2.338 0.824 -1.298 0.50 -0.32 0.00 0.092
O -1.372 1.029 0.112 -0.09 0.26 0.01 0.019
H -1.927 1.086 -0.683 0.12 0.00 0.11 0.118
C 0.510 0.002 1.093 -0.07 -0.09 0.09 -0.039
O 2.343 0.402 -0.420 0.40 -0.09 -0.59 -0.019
C 0.226 0.794 -0.971 -0.27 0.03 0.11 0.181
C 1.225 0.994 0.182 -0.34 0.42 0.26 -0.413
H 0.125 0.387 2.036 -0.07 -0.05 -0.03 0.120
C -0.516 -0.131 -0.028 -0.07 -0.34 -0.07 -0.583
```
Positions in Å, forces in eV/Å.

Properties
Energy above the lowest of the compared OMol25 structures with the same formula, charge and spin: 112.4 kcal per mole
2S+1: 1
HOMO: -8.793 eV
LUMO energy: 0.62 eV
Kohn-Sham gap: 9.41 eV

***

# C5H8O2

An isolated molecule of C5H8O2 (ωB97M-V/def2-TZVPD, the Open Molecules 2025 dataset).

Structure (XYZ):
```
15
Properties=species:S:1:pos:R:3:forces:R:3:lowdin_charge:R:1
C 2.230 0.109 0.131 0.20 0.06 -0.33 -0.343
H -0.878 1.947 0.208 0.01 -0.09 -0.09 0.088
O 2.403 0.523 -0.986 -0.04 -0.37 0.44 0.073
H 0.755 1.750 -0.469 -0.35 0.16 0.15 0.064
H 2.979 0.182 0.933 0.07 -0.28 -0.14 0.148
C -1.249 -0.741 0.908 -0.04 0.09 0.14 -0.069
H -1.729 -0.932 -1.257 0.26 -0.01 0.08 0.108
C -0.170 -0.106 0.084 -0.15 0.13 -0.05 -0.457
C -0.998 -1.215 -0.501 0.09 -0.07 -0.18 -0.058
H -0.913 -1.401 1.704 -0.02 0.18 -0.14 0.110
O 1.117 -0.438 0.635 0.09 0.13 0.10 0.026
H -0.561 -2.199 -0.638 0.02 0.17 0.06 0.109
C -0.245 1.323 -0.428 -0.13 0.04 -0.03 0.000
H -2.147 -0.174 1.139 0.16 -0.04 -0.14 0.108
H -0.593 1.371 -1.462 -0.18 -0.10 0.14 0.092
```
Positions in Å, forces in eV/Å.

Properties
Energy above the lowest of the compared OMol25 structures with the same formula, charge and spin: 31.8 kcal per mole
2S+1: 1
HOMO: -10.086 eV
SMILES string: CC1(OC=O)CC1
LUMO energy: 1.04 eV
Kohn-Sham gap: 11.13 eV

***

# C5H8O2

An isolated molecule of C5H8O2 (ωB97M-V/def2-TZVPD, the Open Molecules 2025 dataset).

Structure (XYZ):
```
15
Properties=species:S:1:pos:R:3:forces:R:3:lowdin_charge:R:1
C 1.009 1.044 -0.456 0.23 0.05 0.12 -0.173
C -1.579 0.073 0.833 -0.08 0.08 0.12 -0.020
H 0.895 1.571 0.504 0.00 0.06 -0.17 0.128
H -2.602 -0.221 1.049 0.18 0.03 -0.03 0.104
O -0.235 0.932 -1.125 -0.05 0.03 -0.03 -0.080
H -0.935 -2.030 0.425 0.03 0.14 -0.04 0.148
C -1.087 -0.035 -0.582 -0.16 -0.13 -0.08 -0.262
H 1.545 -0.960 -1.047 0.03 0.08 0.12 0.138
H -1.212 0.912 1.418 0.03 -0.19 -0.06 0.116
H -1.764 -0.407 -1.345 0.08 0.07 0.14 0.151
C -0.583 -1.000 0.454 -0.15 -0.17 -0.07 -0.258
H 1.657 1.640 -1.103 -0.05 -0.17 0.03 0.130
H 2.581 -0.287 0.243 -0.17 0.03 0.01 0.130
C 1.559 -0.332 -0.143 0.12 0.14 -0.13 -0.168
O 0.749 -0.902 0.875 -0.04 -0.06 0.06 -0.083
```
Positions in Å, forces in eV/Å.

Properties
Energy above the lowest of the compared OMol25 structures with the same formula, charge and spin: 49.8 kcal per mole
2S+1: 1
HOMO: -9.102 eV
SMILES string: C1CO[C@@H]2C[C@@H]2O1
LUMO energy: 1.09 eV
Kohn-Sham gap: 10.19 eV

***

# C5H8O2

C5H8O2 as an isolated structure (ωB97M-V/def2-TZVPD, the Open Molecules 2025 dataset).

Structure (XYZ):
```
15
Properties=species:S:1:pos:R:3:forces:R:3:lowdin_charge:R:1
C 0.649 -1.133 -0.258 0.18 -0.22 -0.06 0.034
H -1.384 0.910 1.531 0.25 -0.18 0.25 0.138
H -1.295 -0.817 2.050 -0.40 -0.13 0.05 0.120
O -1.597 -0.399 -0.039 0.00 0.21 -0.01 -0.036
O 1.266 0.842 1.211 0.20 -0.05 -0.01 0.041
C -1.056 -0.104 1.263 -0.05 -0.15 0.67 -0.088
C 0.359 -0.093 0.753 -0.16 -0.24 0.26 -0.442
H 1.602 -1.068 -0.774 0.02 0.02 0.23 0.122
H 2.154 0.500 1.059 -0.13 0.10 0.15 0.112
C -0.332 -0.060 -0.612 0.53 0.68 0.43 -0.387
H 0.200 1.984 -0.351 -0.18 -0.13 -0.44 0.086
C -0.105 1.314 -1.178 -0.04 0.11 -0.43 0.006
H 0.307 -2.137 -0.024 -0.10 0.01 -0.51 0.121
H -1.021 1.716 -1.602 0.05 -0.09 -0.34 0.087
H 0.713 1.328 -1.898 -0.18 0.06 -0.24 0.085
```
Positions in Å, forces in eV/Å.

Properties
Energy above the lowest of the compared OMol25 structures with the same formula, charge and spin: 75.4 kcal per mole
2S+1: 1
HOMO: -8.452 eV
LUMO energy: 0.74 eV
Kohn-Sham gap: 9.19 eV

***

# C5H8O2

A 2-piece molecular cluster, C5H8O2 overall (ωB97M-V/def2-TZVPD, the Open Molecules 2025 dataset).

Structure (XYZ):
```
15
Properties=species:S:1:pos:R:3:forces:R:3:lowdin_charge:R:1
H 1.636 1.094 -0.241 0.13 0.01 -0.38 0.003
H 0.370 1.431 1.990 0.01 -0.13 -0.05 0.082
C 0.229 -1.461 0.011 0.12 -0.07 0.33 -0.233
H -1.120 -1.496 -1.385 0.17 -0.03 -0.01 0.082
H 1.495 -0.053 1.979 -0.12 0.08 -0.08 0.085
C 0.641 0.474 1.557 -0.20 -0.15 0.05 0.042
H -3.170 1.466 -0.762 0.23 -0.06 -0.04 0.036
C -0.052 -0.062 0.545 -0.21 -0.09 0.42 -0.346
O 1.658 0.971 -1.201 0.19 0.45 -0.23 -0.053
H 1.304 -1.660 0.042 -0.18 0.10 0.06 0.131
H -0.270 -2.140 0.721 0.09 -0.08 -0.19 0.130
O -0.178 -1.706 -1.309 -0.29 0.13 0.00 -0.048
H 0.912 1.507 -1.505 0.18 -0.13 -0.07 0.044
C -2.241 1.045 -0.443 0.44 -0.17 0.30 0.150
C -1.215 0.590 0.003 -0.56 0.14 -0.11 -0.104
```
Positions in Å, forces in eV/Å.

Properties
Energy above the lowest of the compared OMol25 structures with the same formula, charge and spin: 73.3 kcal per mole
2S+1: 1
HOMO: -9.517 eV
SMILES string: C#CC(=C)CO.O
LUMO energy: 0.49 eV
Kohn-Sham gap: 10.01 eV

***

# C5H8O2

C5H8O2 as an isolated structure in a non-equilibrium geometry (ωB97M-V/def2-TZVPD, the Open Molecules 2025 dataset).

Structure (XYZ):
```
15
Properties=species:S:1:pos:R:3:forces:R:3:lowdin_charge:R:1
H -0.515 -1.793 1.015 0.00 0.13 -0.11 0.133
H 2.108 0.964 0.708 -0.11 -0.13 0.06 0.085
H 1.078 -0.856 -1.792 -0.44 0.41 -0.01 0.159
H 0.195 0.957 -1.766 0.32 1.33 -0.21 0.128
C -0.224 1.214 -0.736 -0.08 -0.93 -0.42 -0.145
O -1.550 1.555 -0.802 0.06 -0.18 -0.18 -0.001
C 0.235 -0.508 -1.180 0.13 -0.49 0.12 -0.149
C 0.228 0.097 0.163 0.24 -0.04 0.21 -0.419
H 0.981 0.772 2.055 0.06 -0.04 -0.07 0.085
C -0.872 -0.966 0.394 -0.24 0.07 0.51 -0.096
H -1.866 -0.660 0.744 0.09 -0.04 0.01 0.120
O -0.870 -1.334 -0.998 -0.10 -0.20 0.06 -0.041
C 1.353 0.300 1.139 0.07 0.00 0.08 -0.023
H -2.109 0.909 -0.346 0.03 0.03 -0.05 0.081
H 1.827 -0.651 1.402 -0.04 0.08 0.01 0.082
```
Positions in Å, forces in eV/Å.

Properties
Energy above the lowest of the compared OMol25 structures with the same formula, charge and spin: 113.4 kcal per mole
2S+1: 1
HOMO: -7.918 eV
LUMO energy: 0.82 eV
Kohn-Sham gap: 8.74 eV

***

# C5H8O2

C5H8O2 as an isolated structure in a non-equilibrium geometry (ωB97M-V/def2-TZVPD, the Open Molecules 2025 dataset).

Structure (XYZ):
```
15
Properties=species:S:1:pos:R:3:forces:R:3:lowdin_charge:R:1
C -1.016 1.035 -0.235 1.51 -1.26 -2.34 -0.048
H -2.467 -0.556 0.262 0.49 0.58 0.00 0.127
H 1.003 -0.057 1.512 -0.22 -0.23 -0.07 0.153
H 1.498 0.836 -1.346 -1.75 0.51 0.72 0.134
C 0.926 0.991 -0.373 -0.44 1.36 1.42 0.043
O -0.610 -0.020 -1.256 -2.71 -1.97 -0.81 -0.184
H -1.518 -0.130 1.726 0.14 0.20 -0.01 0.108
C 0.986 -0.289 0.445 -0.38 0.60 0.02 -0.352
C -0.369 -0.835 -0.081 -0.07 -0.80 -0.20 -0.301
H 1.132 1.942 0.034 1.19 0.67 0.96 0.057
H 2.076 -1.432 -0.688 0.06 0.00 0.10 0.097
H -0.396 -1.898 -0.304 0.11 -0.16 0.12 0.150
H -1.862 1.663 -0.625 1.52 0.24 0.21 0.125
O 2.089 -1.145 0.235 -0.06 0.19 -0.42 -0.016
C -1.505 -0.149 0.636 0.61 0.08 0.30 -0.091
```
Positions in Å, forces in eV/Å.

Properties
Energy above the lowest of the compared OMol25 structures with the same formula, charge and spin: 123.9 kcal per mole
2S+1: 1
HOMO: -8.371 eV
LUMO energy: 0.91 eV
Kohn-Sham gap: 9.28 eV

***

# C5H8O2

C5H8O2 as an isolated structure (ωB97M-V/def2-TZVPD, the Open Molecules 2025 dataset).

Structure (XYZ):
```
15
Properties=species:S:1:pos:R:3:forces:R:3:lowdin_charge:R:1
C 0.931 0.383 1.130 0.33 0.06 0.19 -0.193
H 2.054 -1.347 0.345 -0.02 0.23 -0.06 0.115
H 1.695 0.787 1.785 -0.05 -0.09 -0.14 0.153
C -0.702 0.714 -0.051 -0.14 -0.05 -0.25 -0.258
H -0.907 1.729 -0.412 -0.02 -0.12 0.12 0.155
C 1.049 -0.938 0.395 -0.01 -0.19 -0.02 0.003
C -1.837 -0.256 -0.332 0.03 -0.05 -0.12 -0.024
C 0.765 0.329 -0.349 -0.23 -0.04 0.18 -0.402
O 1.502 0.892 -1.375 0.05 -0.16 -0.06 0.053
H -1.465 -1.285 -0.350 -0.16 0.16 -0.08 0.068
H 1.982 0.199 -1.841 -0.15 0.07 0.03 0.104
H 0.266 -1.691 0.463 0.21 0.10 0.18 0.098
H -2.559 -0.201 0.489 0.06 0.12 -0.17 0.089
O -0.418 0.735 1.375 -0.03 -0.05 0.13 -0.041
H -2.355 -0.049 -1.272 0.13 0.01 0.08 0.081
```
Positions in Å, forces in eV/Å.

Properties
Energy above the lowest of the compared OMol25 structures with the same formula, charge and spin: 60.4 kcal per mole
2S+1: 1
HOMO: -9.012 eV
LUMO energy: 0.81 eV
Kohn-Sham gap: 9.82 eV

***

# C5H8O2

An isolated molecule of C5H8O2 (ωB97M-V/def2-TZVPD, the Open Molecules 2025 dataset).

Structure (XYZ):
```
15
Properties=species:S:1:pos:R:3:forces:R:3:lowdin_charge:R:1
C 0.129 -1.010 -1.498 0.08 -0.01 -0.20 -0.092
H 1.577 0.797 0.153 0.07 0.16 -0.03 0.122
H 1.017 -0.896 -2.111 -0.39 0.63 -0.23 0.107
C 0.141 1.571 1.504 -0.49 -0.19 0.23 -0.212
H 1.474 -1.480 0.125 -0.42 0.03 0.22 0.100
H -1.870 0.409 0.622 0.20 -0.24 -0.17 0.082
C 0.513 1.041 0.135 0.12 -0.13 -0.04 -0.082
C 0.413 -1.542 -0.133 -0.09 -0.10 0.27 -0.074
H -0.024 -2.508 0.096 -0.38 0.42 0.48 0.101
O -0.879 1.303 2.107 0.63 0.10 -0.41 0.047
O -1.660 0.064 -0.265 0.07 -0.43 0.23 0.014
H -0.750 -1.459 -1.952 0.28 0.13 -0.23 0.114
C -0.280 -0.170 -0.325 0.41 -0.09 -0.05 -0.489
H 0.388 1.894 -0.552 0.00 -0.16 0.03 0.139
H 0.866 2.283 1.953 -0.08 -0.09 -0.10 0.125
```
Positions in Å, forces in eV/Å.

Properties
Energy above the lowest of the compared OMol25 structures with the same formula, charge and spin: 40.5 kcal per mole
2S+1: 1
HOMO: -9.592 eV
SMILES string: O=CCC1(O)CC1
LUMO energy: 0.88 eV
Kohn-Sham gap: 10.47 eV

***

Which formula does entry 6 have? C5H8O2

***

What is the 2S+1 in the third record? 1

***

Please write out number 8 again, unchanged.
# C5H8O2

C5H8O2 as an isolated structure in a non-equilibrium geometry (ωB97M-V/def2-TZVPD, the Open Molecules 2025 dataset).

Structure (XYZ):
```
15
Properties=species:S:1:pos:R:3:forces:R:3:lowdin_charge:R:1
C -1.016 1.035 -0.235 1.51 -1.26 -2.34 -0.048
H -2.467 -0.556 0.262 0.49 0.58 0.00 0.127
H 1.003 -0.057 1.512 -0.22 -0.23 -0.07 0.153
H 1.498 0.836 -1.346 -1.75 0.51 0.72 0.134
C 0.926 0.991 -0.373 -0.44 1.36 1.42 0.043
O -0.610 -0.020 -1.256 -2.71 -1.97 -0.81 -0.184
H -1.518 -0.130 1.726 0.14 0.20 -0.01 0.108
C 0.986 -0.289 0.445 -0.38 0.60 0.02 -0.352
C -0.369 -0.835 -0.081 -0.07 -0.80 -0.20 -0.301
H 1.132 1.942 0.034 1.19 0.67 0.96 0.057
H 2.076 -1.432 -0.688 0.06 0.00 0.10 0.097
H -0.396 -1.898 -0.304 0.11 -0.16 0.12 0.150
H -1.862 1.663 -0.625 1.52 0.24 0.21 0.125
O 2.089 -1.145 0.235 -0.06 0.19 -0.42 -0.016
C -1.505 -0.149 0.636 0.61 0.08 0.30 -0.091
```
Positions in Å, forces in eV/Å.

Properties
Energy above the lowest of the compared OMol25 structures with the same formula, charge and spin: 123.9 kcal per mole
2S+1: 1
HOMO: -8.371 eV
LUMO energy: 0.91 eV
Kohn-Sham gap: 9.28 eV